# 1
Below is C4H7NS in the gas phase, with properties calculated with ωB97M-V/def2-TZVPD.

```
13
Properties=species:S:1:pos:R:3
C -1.6582 1.4786 0.0071
C -0.5714 0.2887 0.0768
S -0.9069 -1.3227 0.0664
C 0.7249 0.8474 -0.1336
C 1.9090 0.1638 0.6096
N 1.6333 -0.1863 -0.7427
H -2.5975 0.8302 -0.1848
H -1.5438 1.8915 -0.9844
H -1.5729 2.2184 0.8482
H 0.9637 1.8305 -0.2208
H 1.3340 -0.4906 1.3221
H 2.8039 0.7432 0.7631
H 1.2639 -1.2275 -0.7662
```

Summary:
SMILES string	CC(=S)[C@H]1CN1
relative energy (zero: lowest compared OMol25 entry of this formula, charge and spin)	72.2	kcal/mol



# 2
Below is a molecular structure, C34H53BEuF4N7Si, with properties calculated with ωB97M-V/def2-TZVPD.

```
101
Properties=species:S:1:pos:R:3
Eu -0.2902 0.3560 0.8970
C -1.0015 -0.6537 -4.1383
C 0.0368 -0.4441 -3.0987
C 1.3378 -0.0346 -3.2619
C 1.9959 -0.4035 -2.0695
N 1.1443 -0.9841 -1.2003
N -0.0457 -1.0120 -1.8432
B -1.0589 -2.1801 -1.3877
N -0.2613 -2.9415 -0.3062
N -0.1759 -2.5087 0.9514
C 0.6027 -3.3208 1.6014
C 1.0599 -4.3698 0.7338
C 0.5107 -4.0485 -0.5090
C 0.7364 -4.6252 -1.8693
C 1.0287 -3.1845 3.0421
C 1.9981 -4.3220 3.3739
C 1.6640 -1.7922 3.2686
C -0.1860 -3.2919 3.9814
N -2.4331 -1.6642 -0.8613
N -2.5895 -0.5716 -0.1496
C -3.8958 -0.3762 0.0261
C -4.6069 -1.3707 -0.6985
C -3.6461 -2.1987 -1.1812
C -3.8961 -3.3228 -2.1388
C -4.4804 0.9225 0.5240
C -5.6655 0.6315 1.4485
C -3.3819 1.8179 1.1565
C -5.0118 1.6077 -0.7784
C 3.3609 -0.0518 -1.6525
C 3.6429 1.5148 -1.8595
C 4.3424 -0.9163 -2.5840
C 3.6923 -0.5941 -0.2261
H -1.4222 0.3458 -4.3254
H -1.7623 -1.3396 -3.8520
H -0.5906 -1.0801 -5.1021
H 1.7538 0.4362 -4.1432
H -1.1120 -2.8225 -2.4114
H 1.7968 -5.1072 0.8845
H 1.3687 -5.4508 -1.7079
H 1.3745 -3.9404 -2.4122
H -0.2143 -4.8952 -2.4220
H 2.9838 -4.4205 2.7044
H 1.4904 -5.2998 3.2935
H 2.2707 -4.2352 4.4212
H 2.4919 -1.6812 2.5555
H 2.1792 -1.7128 4.2846
H 0.8940 -0.9693 3.2570
H -0.7265 -4.1820 3.6323
H -0.8050 -2.4646 3.7753
H 0.0997 -3.4220 5.0361
H -5.6074 -1.5572 -0.8555
H -4.9653 -3.5302 -2.1488
H -3.2849 -4.2160 -1.9448
H -3.8066 -2.9674 -3.1188
H -5.3818 0.1030 2.3841
H -6.4933 0.0590 1.0628
H -6.2146 1.5695 1.7130
H -2.8857 1.2940 2.0392
H -3.7182 2.8218 1.4736
H -2.5288 1.9153 0.4711
H -5.8086 0.9641 -1.2050
H -4.1513 1.5277 -1.4456
H -5.4183 2.6193 -0.6829
H 3.6359 1.7841 -2.9558
H 4.7187 1.7674 -1.4688
H 3.0122 2.1104 -1.2874
H 4.3271 -0.6266 -3.6225
H 4.0519 -1.9678 -2.6225
H 5.3880 -0.8148 -2.2284
H 3.0447 -0.1131 0.4696
H 4.7030 -0.3233 0.0611
H 3.5933 -1.6785 -0.1672
C -0.6430 5.1428 -0.4430
Si 0.2167 3.5928 -1.0728
C -1.1008 2.4955 -1.8284
C 1.4912 4.1919 -2.5488
N 0.8400 2.6743 0.2063
C 1.8817 3.1385 1.0345
C 2.7696 4.2155 0.7751
C 3.7526 4.6040 1.6629
C 3.9545 3.8701 2.8049
C 3.1904 2.7404 3.1179
C 2.1648 2.4792 2.2540
F 1.3591 1.3777 2.5325
H -1.3349 5.6454 -1.1989
H 0.0553 5.8690 -0.0015
H -1.2407 4.7103 0.4154
H -1.0626 1.4035 -1.6818
H -1.1316 2.6544 -2.9298
H -2.1698 2.8042 -1.5282
H 1.0617 5.1336 -2.9686
H 1.4401 3.4199 -3.3496
H 2.5323 4.4403 -2.2675
H 2.6278 4.8602 -0.0946
H 4.2953 5.5311 1.5758
H 4.8099 4.0896 3.4442
H 3.2329 2.0801 3.9678
F -0.9835 0.0577 5.3601
C -1.9562 0.4779 4.5738
F -1.0035 0.1886 3.0757
F -1.8573 1.9450 4.5332
```

Summary:
charge	-1
spin multiplicity	8
relative energy (zero: lowest compared OMol25 entry of this formula, charge and spin)	66.7	kcal/mol



# 3
Below is C5H8O in the gas phase, with properties calculated with ωB97M-V/def2-TZVPD.

```
14
Properties=species:S:1:pos:R:3
C -1.1271 -1.2119 0.1355
C -0.4347 -0.2535 -0.7756
C 0.2015 1.2144 -0.3293
C 0.8798 1.0111 1.0021
O 1.5392 -0.1810 0.5087
C 0.9871 0.0145 -0.7885
H -0.7721 -1.0997 1.1605
H -0.8950 -2.2273 -0.1944
H -2.2161 -1.0826 0.1249
H -0.8871 -0.1183 -1.7679
H -0.8090 1.4861 -0.5700
H 0.2327 0.8539 1.8722
H 1.6576 1.7481 1.2531
H 1.6432 -0.1539 -1.6312
```

Summary:
SMILES string	C[C@H]1[C@H]2CO[C@@H]12
relative energy (zero: lowest compared OMol25 entry of this formula, charge and spin)	90.2	kcal/mol



# 4
Below is CHClFN3 in the gas phase, with properties calculated with ωB97M-V/def2-TZVPD.

```
7
Properties=species:S:1:pos:R:3
C 0.9024 1.4310 0.2326
N 1.7427 2.1796 -0.0470
N -0.0263 0.6859 0.6471
N -1.5370 1.1624 0.1403
F -1.4785 1.0107 -1.1955
Cl -2.7203 0.0639 0.8137
H 0.1294 -0.1606 1.0234
```

Summary:
spin multiplicity	3



# 5
Below is a molecular structure, C42H37BrF4N4O4PbS2, with properties calculated with ωB97M-V/def2-TZVPD.

```
95
Properties=species:S:1:pos:R:3
Pb -0.5691 0.0419 -0.1982
S -0.4720 0.2850 3.2731
C -1.3905 -1.1856 2.8971
C -1.0246 -2.3609 3.5318
C -1.7506 -3.5311 3.3473
C -1.2922 -4.7330 3.9181
N -0.8748 -5.6984 4.3749
C -2.9289 -3.4867 2.5684
C -3.2978 -2.3096 1.9482
C -2.5148 -1.1521 2.0413
S -2.9487 0.2042 1.0603
C -3.6942 -4.6551 2.3510
N -4.3091 -5.5966 2.1324
H -0.1588 -2.3672 4.1765
H -4.1870 -2.2747 1.3390
C 0.0676 6.6126 -4.3969
C 0.0343 5.3623 -5.2786
C -1.1913 5.4517 -6.1987
C 1.3149 5.3271 -6.1237
C -0.0585 4.0874 -4.4563
C -0.0531 4.0747 -3.0747
C -0.2024 2.8687 -2.4182
Br -0.1107 2.8552 -0.4548
C -0.3996 1.6341 -3.0431
O -0.6732 0.5396 -2.4013
C -0.2513 1.6477 -4.4601
C -0.1188 2.8541 -5.1100
C -0.1583 0.3092 -5.1764
C 1.0260 -0.4618 -4.5731
C -1.4483 -0.4927 -4.9839
C 0.0911 0.4536 -6.6784
H 0.0967 7.5005 -5.0249
H 0.9493 6.6172 -3.7601
H -0.8189 6.6656 -3.7696
H -1.1521 6.3683 -6.7824
H -2.1050 5.4521 -5.6097
H -1.2335 4.6112 -6.8848
H 1.3979 6.2332 -6.7189
H 1.3176 4.4754 -6.7971
H 2.1876 5.2532 -5.4791
H 0.0599 4.9707 -2.4897
H -0.0401 2.8552 -6.1839
H 0.8822 -0.6037 -3.5068
H 1.9538 0.0858 -4.7288
H 1.1155 -1.4383 -5.0431
H -1.6499 -0.6330 -3.9280
H -1.3472 -1.4659 -5.4573
H -2.2892 0.0326 -5.4288
H 1.0017 1.0128 -6.8786
H -0.7457 0.9464 -7.1665
H 0.2024 -0.5380 -7.1119
C 6.7439 1.4409 3.5803
C 6.8133 1.1319 2.0923
C 7.9353 0.1414 1.7832
C 8.1169 0.0352 0.2760
C 6.7986 -0.2659 -0.3760
C 6.7640 -0.8205 -1.6407
C 5.5466 -1.1108 -2.2469
F 5.5460 -1.6146 -3.4906
C 4.3585 -0.9077 -1.5909
C 4.3728 -0.3586 -0.3068
C 3.0772 -0.1802 0.3620
O 2.0400 -0.5064 -0.2239
C 3.1731 0.3532 1.6916
C 4.3995 0.7248 2.1867
N 5.5633 0.5865 1.5536
C 5.5908 -0.0068 0.3021
C 2.0358 0.5732 2.6186
O 2.1535 1.1749 3.6592
O 0.8856 0.0282 2.2212
H 7.7109 1.8145 3.9046
H 6.5157 0.5450 4.1517
H 6.0095 2.2096 3.8028
H 7.0107 2.0664 1.5506
H 7.6745 -0.8349 2.1950
H 8.8555 0.4782 2.2561
H 8.8409 -0.7413 0.0238
H 8.5084 0.9753 -0.1238
H 7.6823 -1.0288 -2.1693
H 3.4101 -1.1504 -2.0442
H 4.4095 1.1467 3.1787
F -0.3742 -7.4376 1.1584
C 0.1516 -6.9757 0.0166
F -0.4116 -7.6787 -0.9763
F 1.4535 -7.2997 0.0272
C -0.0716 -5.4897 -0.1342
C 0.9604 -4.5900 0.0947
C 0.6813 -3.2385 -0.0222
N -0.5242 -2.7742 -0.3149
C -1.5022 -3.6346 -0.5511
C -1.3281 -5.0098 -0.4808
H 1.9467 -4.9360 0.3556
H 1.4485 -2.4895 0.1108
H -2.4624 -3.2063 -0.8048
H -2.1423 -5.6871 -0.6821
```

Summary:
relative energy (zero: lowest compared OMol25 entry of this formula, charge and spin)	21.3	kcal/mol



# 6
Below is a molecular structure, C19H26N6O2SSn, with properties calculated with ωB97M-V/def2-TZVPD.

```
55
Properties=species:S:1:pos:R:3
Sn 0.1538 0.7065 -0.5592
N -4.0218 1.1771 1.8076
C -2.9857 0.9871 1.0272
S -1.4539 1.5433 1.4796
N -3.3571 0.4136 -0.1981
N -2.4478 -0.1310 -0.8642
C -2.9387 -0.6146 -2.0740
C -2.2217 -1.1827 -3.0751
C -2.9440 -1.5800 -4.2611
C -2.2904 -2.0242 -5.3408
C -0.8391 -2.1430 -5.3530
C -0.0983 -1.8342 -4.2775
C -0.7347 -1.3801 -3.0605
O -0.0750 -1.1822 -2.0334
H -3.9103 1.6410 2.6972
H -4.9516 0.9379 1.4879
H -4.0108 -0.5276 -2.2134
H -4.0225 -1.4876 -4.2740
H -2.8465 -2.2947 -6.2282
H -0.3565 -2.5027 -6.2533
H 0.9775 -1.9418 -4.2593
C 1.9687 6.3993 -1.4446
C 2.1633 4.9766 -1.0413
C 3.2320 4.3314 -0.4583
C 2.8416 2.9946 -0.3093
N 1.6069 2.8153 -0.7802
N 1.2090 4.0398 -1.2051
C 3.6187 1.8514 0.2667
H 2.8801 6.9637 -1.2674
H 1.1655 6.8611 -0.8690
H 1.7176 6.4805 -2.5028
H 4.1757 4.7707 -0.1776
H 0.3173 4.1633 -1.6532
H 4.6709 2.1123 0.3502
H 3.5397 0.9655 -0.3655
H 3.2602 1.5940 1.2655
O 1.1551 -0.6897 0.7403
C 0.8495 -1.6895 1.4624
C -0.5714 -2.0867 1.7313
C -0.9770 -1.7903 3.1894
C -0.5302 -2.8709 4.1761
C 0.9831 -3.0570 4.2777
C 1.6366 -3.4916 2.9697
N 1.8189 -2.3797 2.0201
H -0.6938 -3.1530 1.5258
H -1.1981 -1.5376 1.0316
H -2.0643 -1.7074 3.2269
H -0.5757 -0.8169 3.4875
H -0.9873 -3.8233 3.8879
H -0.9206 -2.6209 5.1627
H 1.1947 -3.8202 5.0277
H 1.4570 -2.1334 4.6224
H 1.0471 -4.2745 2.4888
H 2.6257 -3.9025 3.1516
H 2.7584 -2.0544 1.8380
```

Summary:
charge	+2
relative energy (zero: lowest compared OMol25 entry of this formula, charge and spin)	0.0	kcal/mol



Computed values of strongest force on any atom (unit: eV/Å) for the preceding records, in sequence: 5.21 3.95 2.23 5.00 1.15 0.79.
Computed values of DFT total energy (unit: eV) for the preceding records, in sequence: -16583.79950 -85307.10844 -7358.34462 -20754.49019 -166137.80740 -49813.00315.